No. 1
Below is a single C5H5ClF2 molecule in a non-equilibrium geometry, with properties calculated with ωB97M-V/def2-TZVPD.

Values from the calculation:
* HOMO energy: -9.82 eV
* max |F|: 0.1124 hartree/bohr
* orbital gap: 10.64 eV
* LUMO: 0.824 eV
* spin multiplicity: 1
* ΔE to the lowest compared entry with this formula, charge and spin: 47.9 kcal/mol

Atoms and positions in Å:
C1 0.97921 0.65116 0.32138
C2 0.58572 -0.67609 1.21328
C3 -0.34825 -1.18750 0.37863
C4 -0.84004 -0.35788 -0.82465
C5 -0.18055 0.96997 -0.52617
H1 1.12044 1.57445 1.01846
H2 0.95143 -0.95285 2.15782
H3 -1.11530 -1.98767 0.58992
H4 -0.49643 -0.83580 -1.82272
H5 0.37544 1.53419 -1.30277
F1 -2.25029 -0.40885 -0.76809
F2 -0.92269 1.72502 0.32598
Cl1 2.14131 -0.04816 -0.76107


No. 2
Below is a single C5H5ClO molecule in a non-equilibrium geometry, with properties calculated with ωB97M-V/def2-TZVPD.

Values from the calculation:
* HOMO energy: -8.91 eV
* max |F|: 0.1527 hartree/bohr
* orbital gap: 9.78 eV
* LUMO: 0.864 eV
* spin multiplicity: 1
* ΔE to the lowest compared entry with this formula, charge and spin: 32.6 kcal/mol

Atoms and positions in Å:
C1 1.71266 -0.37431 0.18227
C2 0.36229 -0.00787 0.06932
C3 -0.02547 1.18868 -0.02845
C4 -1.88911 0.04893 -0.14746
C5 -0.83422 -0.85025 -0.19208
H1 2.22330 0.55839 -0.12956
H2 2.09443 -0.97239 1.01258
H3 1.76508 -1.00180 -0.66575
H4 0.50110 2.07830 0.38581
H5 -0.79865 -1.94112 -0.49578
O1 -1.46359 1.38737 -0.12200
Cl1 -3.64782 -0.11393 0.13110


No. 3
Below is a molecular structure, C5H5CoO3 in a non-equilibrium geometry, with properties calculated with ωB97M-V/def2-TZVPD.

Values from the calculation:
* HOMO energy (spin up / spin down): -19.16 / -19.85 eV
* max |F|: 0.0815 hartree/bohr
* orbital gap (spin up / spin down): 8.95 / 7.27 eV
* LUMO (spin up / spin down): -10.214 / -12.572 eV
* spin multiplicity: 5
* total charge: +2

Atoms and positions in Å:
O1 -0.20408 -1.99676 1.31739
C1 0.44238 -1.79816 0.25161
O2 1.44318 -0.90011 0.28079
Co1 -1.05401 -0.43934 2.05815
H1 0.54746 -2.62193 -0.47334
O3 -1.15639 2.69860 1.20410
C2 -1.28240 1.40765 0.86171
C3 -0.87182 0.76956 -0.17746
C4 -0.18309 -0.02762 -1.05076
C5 1.33272 -0.10191 -0.92888
H2 -2.01033 3.14106 1.15894
H3 -0.64850 -0.32911 -1.99315
H4 1.78577 -0.64169 -1.77127
H5 1.85911 0.83976 -0.73784


No. 4
Below is a single C5H5F2N3O molecule in a non-equilibrium geometry, with properties calculated with ωB97M-V/def2-TZVPD.

Values from the calculation:
* HOMO energy: -8.81 eV
* max |F|: 0.0782 hartree/bohr
* orbital gap: 9.57 eV
* LUMO: 0.761 eV
* spin multiplicity: 1
* ΔE to the lowest compared entry with this formula, charge and spin: 3.6 kcal/mol

Atoms and positions in Å:
C1 1.61766 1.02923 0.03193
C2 1.08978 -1.14979 -0.21166
C3 0.50004 0.13819 -0.06287
C4 -1.46844 1.61740 0.26455
C5 -1.86852 -0.77523 -0.00214
N1 2.74405 0.33449 0.03336
N2 2.40626 -0.90892 -0.14649
N3 -0.86514 0.39361 0.16498
O1 -2.62134 1.83634 -0.06273
F1 -1.98720 -1.44540 1.10968
F2 -1.58582 -1.62411 -1.00080
H1 1.68451 2.11692 0.03821
H2 0.82363 -2.12654 -0.34705
H3 -0.81451 2.47759 0.53884
H4 -2.71230 -0.23103 -0.25464
H5 3.05731 -1.68274 -0.09317


No. 5
Below is a single C5H5F3N2 molecule in a non-equilibrium geometry, with properties calculated with ωB97M-V/def2-TZVPD.

Values from the calculation:
* HOMO energy: -10.48 eV
* max |F|: 0.0913 hartree/bohr
* orbital gap: 9.93 eV
* LUMO: -0.546 eV
* spin multiplicity: 1
* ΔE to the lowest compared entry with this formula, charge and spin: 27.8 kcal/mol

Atoms and positions in Å:
C1 0.68409 0.58386 -1.10399
C2 1.03380 1.79154 -0.71894
C3 -0.06202 0.02229 0.14267
C4 0.59013 -1.18555 0.79225
C5 -1.58516 -0.41863 -0.13217
N1 0.67405 2.08667 0.58674
N2 -0.00033 1.07664 1.11765
F1 -1.56400 -1.46793 -0.97334
F2 -2.16084 -0.76144 0.99766
F3 -2.30674 0.48680 -0.74694
H1 0.84247 0.06648 -1.96419
H2 1.58255 2.56649 -1.16811
H3 0.12760 -1.52841 1.79806
H4 1.56982 -1.21932 1.09322
H5 0.57458 -2.09950 0.27945


No. 6
Below is a molecular structure, C5H5FFeLiO4 in a non-equilibrium geometry, with properties calculated with ωB97M-V/def2-TZVPD.

Values from the calculation:
* HOMO energy (spin up / spin down): -16.09 / -16.78 eV
* max |F|: 0.0834 hartree/bohr
* orbital gap (spin up / spin down): 6.38 / 6.81 eV
* LUMO (spin up / spin down): -9.709 / -9.971 eV
* spin multiplicity: 6
* total charge: +2
* ΔE to the lowest compared entry with this formula, charge and spin: 0.0 kcal/mol

Atoms and positions in Å:
H1 2.77240 0.59970 -0.48292
O1 1.04828 1.76729 -0.23753
O2 -0.05983 1.03762 -1.93565
O3 -1.10725 2.28980 -0.37999
C1 1.75838 0.72648 -0.85410
C2 1.24322 0.70914 -2.12167
C3 -0.08243 1.95191 -0.90977
H2 1.50291 0.12499 -3.00001
C4 -0.66561 -1.64335 0.15804
C5 -0.56362 -1.41767 1.58509
O4 -0.96306 -0.34408 2.09514
Fe1 -0.61338 0.35524 3.96380
Li1 -2.11649 0.73503 0.73723
F1 -1.77248 -0.93830 -0.30373
H3 -0.78261 -2.70057 -0.10755
H4 0.01752 -2.14554 2.17179
H5 0.38405 -1.10769 -0.37816


No. 7
Below is a molecular structure, C5H5FLi2O4 in a non-equilibrium geometry, with properties calculated with ωB97M-V/def2-TZVPD.

Values from the calculation:
* HOMO energy (spin up / spin down): -11.55 / -12.10 eV
* max |F|: 0.0912 hartree/bohr
* orbital gap (spin up / spin down): 7.26 / 7.81 eV
* LUMO (spin up / spin down): -4.288 / -4.291 eV
* spin multiplicity: 2
* total charge: +1

Atoms and positions in Å:
H1 -0.56882 -0.63800 -1.10263
O1 -0.20884 -0.86160 0.89721
O2 -1.65194 -2.48804 0.88257
O3 0.36025 -2.80672 1.87250
C1 -1.12076 -0.53823 -0.15975
C2 -2.18052 -1.49351 0.08502
C3 -0.44300 -2.11781 1.32691
H2 -3.01409 -1.77014 -0.55261
C4 1.91148 1.26440 -1.27072
C5 0.79910 1.84051 -0.67864
O4 0.84910 1.88325 0.66311
Li1 0.15103 3.16480 1.68309
Li2 1.49032 0.19005 1.18576
F1 2.39543 0.14094 -0.61440
H3 2.22031 1.32189 -2.31099
H4 -1.05883 0.78584 -0.45004
H5 0.06976 2.12235 -1.45639


No. 8
Below is a gas-phase ion, C5H5FN (charge +1) in a non-equilibrium geometry, with properties calculated with ωB97M-V/def2-TZVPD.

Values from the calculation:
* HOMO energy (spin up / spin down): -9.65 / -15.17 eV
* max |F|: 0.1146 hartree/bohr
* orbital gap (spin up / spin down): 5.13 / 6.46 eV
* LUMO (spin up / spin down): -4.512 / -8.714 eV
* spin multiplicity: 3
* total charge: +1
* ΔE to the lowest compared entry with this formula, charge and spin: 141.0 kcal/mol

Atoms and positions in Å:
C1 -0.78774 0.27617 1.20060
C2 -0.59729 -0.58493 -0.02376
C3 0.47206 0.18173 0.83149
C4 -1.79123 -0.21778 -2.11950
C5 1.87006 0.39832 0.71076
N1 -1.15912 -0.33441 -1.17658
F1 -2.19782 -0.14208 -3.25924
H1 -1.68878 0.60631 1.76902
H2 -0.95314 -1.60301 0.18609
H3 2.44418 -0.63122 0.37545
H4 2.34432 0.78974 1.58699
H5 2.04450 1.26117 -0.08133


No. 9
Below is a single C5H5FO molecule in a non-equilibrium geometry, with properties calculated with ωB97M-V/def2-TZVPD.

Values from the calculation:
* HOMO energy: -9.50 eV
* max |F|: 0.0957 hartree/bohr
* orbital gap: 10.55 eV
* LUMO: 1.052 eV
* spin multiplicity: 1
* ΔE to the lowest compared entry with this formula, charge and spin: 69.0 kcal/mol

Atoms and positions in Å:
C1 -1.05513 -0.64899 -0.09481
C2 0.18153 -0.34920 -0.97494
C3 0.02351 -0.50776 0.90068
C4 0.49925 0.93714 0.72989
C5 0.70272 1.02105 -0.57713
H1 -1.61383 -1.70029 -0.16279
H2 0.52647 -0.74827 -2.02439
H3 -0.03813 -0.84439 1.96786
H4 0.53579 1.73368 1.40006
H5 1.26741 1.77825 -1.08981
O1 0.87019 -1.14436 0.03808
F1 -1.89977 0.47315 -0.11270


No. 10
Below is a single C5H5FO2 molecule in a non-equilibrium geometry, with properties calculated with ωB97M-V/def2-TZVPD.

Values from the calculation:
* HOMO energy: -10.35 eV
* max |F|: 0.2559 hartree/bohr
* orbital gap: 11.26 eV
* LUMO: 0.912 eV
* spin multiplicity: 1
* ΔE to the lowest compared entry with this formula, charge and spin: 126.0 kcal/mol

Atoms and positions in Å:
C1 -1.26159 -0.32924 -0.04296
C2 -0.24349 0.51257 -0.83319
C3 -0.34866 0.29613 0.99784
C4 1.04255 -0.39346 0.62097
C5 1.07152 -0.28078 -0.61315
H1 -1.28159 -1.45725 -0.46431
H2 -0.37923 0.97979 -1.79549
H3 -0.70916 0.49403 1.91779
H4 1.35674 -1.16248 1.25126
H5 1.66813 -0.93620 -1.15770
O1 -0.31475 1.50603 0.17124
O2 1.91030 0.64498 -0.00031
F1 -2.51079 0.12587 -0.05199


No. 11
Below is a single C5H5FO2 molecule in a non-equilibrium geometry, with properties calculated with ωB97M-V/def2-TZVPD.

Values from the calculation:
* HOMO energy: -10.13 eV
* max |F|: 0.0453 hartree/bohr
* orbital gap: 10.15 eV
* LUMO: 0.014 eV
* spin multiplicity: 1
* ΔE to the lowest compared entry with this formula, charge and spin: 31.5 kcal/mol

Atoms and positions in Å:
C1 0.51096 0.20545 0.46561
C2 -0.38165 -1.01890 0.41976
C3 -1.51663 -1.12535 -0.27941
C4 -0.19232 1.51846 0.50219
C5 1.38407 0.14048 -0.79272
H1 0.10811 -1.80818 1.02833
H2 -1.83310 -0.32166 -0.95460
H3 -1.96537 -2.10743 -0.37672
H4 0.08329 2.17908 1.36343
H5 0.83583 0.37466 -1.72373
O1 -0.94818 1.87016 -0.39769
O2 2.59071 -0.02149 -0.80238
F1 1.32429 0.11472 1.54795


No. 12
Below is a molecular structure, C5H5FO4Rh in a non-equilibrium geometry, with properties calculated with ωB97M-V/def2-TZVPD.

Values from the calculation:
* HOMO energy (spin up / spin down): -16.75 / -20.04 eV
* max |F|: 0.1408 hartree/bohr
* orbital gap (spin up / spin down): 7.87 / 8.07 eV
* LUMO (spin up / spin down): -8.876 / -11.976 eV
* spin multiplicity: 6
* total charge: +2
* ΔE to the lowest compared entry with this formula, charge and spin: 0.0 kcal/mol

Atoms and positions in Å:
C1 -2.39736 1.68443 1.21264
H1 -2.69897 -0.03312 -1.26486
H2 -2.39210 2.70992 0.83852
C2 -2.48315 1.50922 2.55899
O1 -3.17017 0.59897 3.20238
Rh1 -3.54452 -1.13709 3.08885
H3 -1.90256 2.18596 3.20608
O2 -2.88531 -3.05516 -0.37137
O3 -3.95136 -1.18656 -0.13645
O4 -3.43060 -2.35701 1.68862
C3 -2.63231 -2.34894 -1.53125
C4 -3.30910 -1.03995 -1.40550
C5 -3.50976 -2.26174 0.47409
H4 -2.03111 -2.80658 -2.30709
H5 -2.02435 0.87205 0.58709
F1 -4.31731 -0.86245 -2.31624


No. 13
Below is 2 unconnected molecules or ions with the total composition C5H5FOS in a non-equilibrium geometry, with properties calculated with ωB97M-V/def2-TZVPD.

Values from the calculation:
* HOMO energy: -9.14 eV
* max |F|: 0.1741 hartree/bohr
* orbital gap: 8.85 eV
* LUMO: -0.288 eV
* spin multiplicity: 1
* ΔE to the lowest compared entry with this formula, charge and spin: 147.4 kcal/mol

Atoms and positions in Å:
C1 -0.83011 -0.53925 -0.01556
C2 -1.96886 -0.80452 0.48155
C3 -0.04868 0.72184 -0.10559
C4 -0.49895 1.86994 -0.60250
C5 2.52630 -0.72438 -0.06684
H1 -2.72679 -0.12980 1.13497
H2 -2.17106 -1.99167 0.94650
H3 0.19583 2.64371 -0.87550
H4 -1.62747 2.17018 -0.58987
H5 1.76031 -2.09469 -0.47365
O1 3.83544 -0.50960 -0.06515
F1 0.00272 -1.52504 -0.36056
S1 1.55131 0.91328 0.59221


No. 14
Below is 2 unconnected molecules or ions with the total composition C5H5I in a non-equilibrium geometry, with properties calculated with ωB97M-V/def2-TZVPD.

Values from the calculation:
* HOMO energy (spin up / spin down): -6.00 / -9.69 eV
* max |F|: 0.1571 hartree/bohr
* orbital gap (spin up / spin down): 6.85 / 6.03 eV
* LUMO (spin up / spin down): 0.842 / -3.662 eV
* spin multiplicity: 3

Atoms and positions in Å:
C1 1.85944 -2.42453 1.09593
C2 -0.13176 0.23101 0.51750
C3 -0.96536 0.73810 -0.16817
C4 2.27996 -1.43569 0.63696
C5 -1.88119 1.44803 -1.02298
I1 3.61750 -0.11778 -0.26100
H1 1.31942 -3.11989 1.78071
H2 0.63630 -0.14657 1.13461
H3 -1.67147 2.05118 -1.86912
H4 -2.50992 2.12421 -0.47279
H5 -2.55294 0.65194 -1.37166


No. 15
Below is a molecular structure, C5H5IrSe in a non-equilibrium geometry, with properties calculated with ωB97M-V/def2-TZVPD.

Values from the calculation:
* HOMO energy (spin up / spin down): -13.55 / -13.15 eV
* max |F|: 0.0696 hartree/bohr
* orbital gap (spin up / spin down): 7.30 / 6.53 eV
* LUMO (spin up / spin down): -6.258 / -6.612 eV
* spin multiplicity: 2
* total charge: +1
* ΔE to the lowest compared entry with this formula, charge and spin: 13.9 kcal/mol

Atoms and positions in Å:
Ir1 -0.71975 1.20830 -0.41868
C1 0.06695 0.13520 1.31688
C2 -1.01326 -0.59099 0.74074
C3 -0.63512 -0.97211 -0.58411
C4 0.70684 -0.54969 -0.78933
C5 1.13558 0.14361 0.37975
H1 0.07044 0.50514 2.32938
H2 -1.92779 -0.85729 1.24602
H3 -1.24987 -1.56672 -1.24030
H4 1.29206 -0.74145 -1.67603
H5 2.10450 0.58503 0.55700
Se1 0.16940 2.70096 -1.86132


No. 16
Below is a molecular structure, C5H5IrTe4, with properties calculated with ωB97M-V/def2-TZVPD.

Values from the calculation:
* HOMO energy (spin up / spin down): -10.39 / -11.93 eV
* max |F|: 0.0194 hartree/bohr
* orbital gap (spin up / spin down): 5.63 / 5.79 eV
* LUMO (spin up / spin down): -4.758 / -6.141 eV
* spin multiplicity: 6
* total charge: +1
* ΔE to the lowest compared entry with this formula, charge and spin: 0.0 kcal/mol

Atoms and positions in Å:
Ir1 0.48887 0.16749 0.35623
C1 -1.74373 -0.71339 -0.60740
C2 -0.82694 -0.71471 -1.68595
C3 -0.31715 0.60453 -1.83764
C4 -0.93690 1.43227 -0.85423
C5 -1.81372 0.60161 -0.08358
H1 -2.32818 -1.55433 -0.27749
H2 -0.62392 -1.53899 -2.34543
H3 0.32141 0.94273 -2.63678
H4 -0.92947 2.51188 -0.85037
H5 -2.52767 0.95052 0.64673
Te1 1.49477 -2.06865 1.42986
Te2 2.78915 -1.42407 4.56527
Te3 3.81601 0.71616 3.39303
Te4 3.13746 0.08693 0.78774


No. 17
Below is a single C5H5N molecule in a non-equilibrium geometry, with properties calculated with ωB97M-V/def2-TZVPD.

Values from the calculation:
* HOMO energy (spin up / spin down): -9.04 / -9.09 eV
* max |F|: 0.0544 hartree/bohr
* orbital gap (spin up / spin down): 7.65 / 7.65 eV
* LUMO (spin up / spin down): -1.394 / -1.434 eV
* spin multiplicity: 1
* ΔE to the lowest compared entry with this formula, charge and spin: 132.9 kcal/mol

Atoms and positions in Å:
C1 0.97439 0.24793 -0.05468
C2 -0.06744 -0.86943 0.15422
C3 2.36576 -0.29317 -0.00441
C4 -1.45800 -0.20119 0.09355
C5 -1.18004 1.11585 0.01722
N1 0.25583 1.35447 -0.03417
H1 0.11699 -1.75332 -0.50842
H2 0.18828 -1.01628 1.23124
H3 2.90869 0.15479 -0.90751
H4 -2.42698 -0.82669 -0.08906
H5 -1.67749 2.08703 0.10203


No. 18
Below is a molecular structure, C5H5N, with properties calculated with ωB97M-V/def2-TZVPD.

Values from the calculation:
* HOMO energy: -8.47 eV
* max |F|: 0.0072 hartree/bohr
* orbital gap: 8.29 eV
* LUMO: -0.182 eV
* spin multiplicity: 1
* ΔE to the lowest compared entry with this formula, charge and spin: 92.6 kcal/mol

Atoms and positions in Å:
C1 -0.23597 1.29010 0.10348
C2 -1.19622 0.34759 -0.11787
C3 -0.84528 -1.03553 0.03379
N1 0.36258 -1.46358 0.24622
C4 1.35440 -0.48295 0.18111
C5 1.17941 0.95172 0.19570
H1 -0.51890 2.33614 0.23193
H2 -2.23476 0.60519 -0.31730
H3 -1.64216 -1.78110 0.04393
H4 2.36792 -0.87659 0.27624
H5 1.40898 0.10902 -0.87722